[1]
Density functional theory data (ωB97M-V/def2-TZVPD) for a cluster of 2 separate species, C17H26NO6 in total at a distorted geometry.

Values from the calculation:
Frontier orbital gap, eV: 7.344
Lowest unoccupied orbital energy, Eh: -0.179
HOMO level, eV: -12.20
Charge: +1

```
50
Properties=species:S:1:pos:R:3:forces:R:3:nbo_charge:R:1
C 2.023 1.943 -1.096 -0.12 0.10 -0.72 -0.63
C 0.709 1.999 -1.919 0.95 0.44 0.69 -0.06
O -0.396 2.019 -1.035 0.03 -0.42 -1.02 -0.54
C -1.186 0.836 -1.056 -0.91 0.06 1.17 -0.07
C -0.942 -0.041 0.201 0.71 -0.15 -0.67 -0.45
C -0.222 -1.378 -0.059 -0.23 -0.21 0.22 -0.38
C -0.841 -2.255 -1.160 0.03 -0.14 0.51 -0.44
C -0.251 -3.678 -1.204 -1.41 0.61 -0.17 -0.07
O 0.729 -3.834 -2.272 0.87 -0.05 0.63 -0.53
C 1.932 -4.201 -1.752 0.16 -0.96 0.31 0.78
O 2.293 -5.333 -1.569 -0.26 1.27 -0.17 -0.46
C 2.822 -3.004 -1.413 -0.68 -0.87 -0.81 0.00
C 3.319 -2.798 -0.136 -0.56 -0.65 -0.26 -0.21
C 4.075 -1.689 0.078 0.09 -0.18 1.04 0.09
N 4.322 -0.852 -0.926 0.56 0.63 0.21 -0.42
C 3.879 -1.051 -2.166 0.03 0.55 -1.06 0.09
C 3.115 -2.135 -2.459 -0.16 -0.35 0.26 -0.21
H 2.812 1.567 -1.767 0.00 0.08 0.32 0.17
H 2.310 2.952 -0.789 -0.03 -0.20 0.14 0.23
H 1.918 1.312 -0.208 0.02 -0.03 -0.20 0.20
H 0.741 2.935 -2.493 -0.27 -0.20 0.03 0.19
H 0.686 1.174 -2.642 -0.31 -0.01 0.22 0.16
H -1.112 0.264 -1.987 0.31 0.27 0.03 0.17
H -2.232 1.170 -0.995 0.22 0.04 -0.16 0.19
H -1.886 -0.193 0.719 0.12 -0.30 -0.16 0.25
H -0.313 0.536 0.889 -0.26 0.04 -0.07 0.22
H -0.298 -1.959 0.874 0.14 0.12 -0.15 0.21
H 0.859 -1.233 -0.225 -0.20 0.13 -0.16 0.16
H -1.906 -2.379 -0.919 0.16 0.11 -0.07 0.23
H -0.805 -1.792 -2.151 0.13 -0.20 0.08 0.22
H -1.083 -4.352 -1.427 0.44 -0.22 -0.06 0.22
H 0.153 -3.952 -0.223 0.15 -0.07 -0.26 0.18
H 3.076 -3.490 0.661 0.17 0.11 -0.03 0.27
H 4.459 -1.485 1.071 0.16 0.34 -0.27 0.26
H 4.878 -0.024 -0.741 -0.06 -0.03 -0.01 0.45
H 4.116 -0.323 -2.935 0.20 0.05 0.33 0.25
H 2.753 -2.310 -3.465 -0.04 0.07 0.12 0.27
C -3.967 4.375 3.451 -0.34 -0.09 0.12 -0.63
C -3.198 3.078 3.375 -0.28 0.63 -0.01 0.06
C -2.848 2.637 1.977 0.33 0.01 -0.14 -0.10
O -2.741 1.214 2.135 -0.28 0.25 0.29 -0.52
C -3.556 0.867 3.172 -0.20 -0.04 0.20 0.97
O -3.840 -0.249 3.453 0.07 -0.07 -0.08 -0.57
O -3.993 1.969 3.829 0.30 -0.24 -0.22 -0.49
H -4.828 4.359 2.781 0.06 -0.04 -0.05 0.22
H -4.351 4.531 4.458 0.13 0.04 0.02 0.24
H -3.330 5.218 3.182 0.04 -0.04 0.01 0.22
H -2.309 3.132 4.010 0.04 -0.09 -0.06 0.18
H -1.910 3.058 1.619 0.06 -0.21 -0.03 0.21
H -3.635 2.844 1.248 -0.07 0.10 0.12 0.19
```
Forces are in eV/Å.



[2]
Density functional theory data (ωB97M-V/def2-TZVPD) for a cluster of 5 separate species, C4H17O6 in total at a distorted geometry.

Values from the calculation:
Frontier orbital gap, eV: 9.663
Lowest unoccupied orbital energy, Eh: 0.132
HOMO level, eV: -6.07
Charge: -1
Relative energy (zero: lowest compared OMol25 entry of this formula, charge and spin), eV: 0.000

```
27
Properties=species:S:1:pos:R:3:forces:R:3:nbo_charge:R:1
C 1.788 0.855 -0.771 1.03 -0.15 -0.53 -0.43
C 0.564 1.391 -1.513 0.16 -0.33 0.17 -0.44
C -0.021 0.476 -2.600 -0.71 0.65 0.55 -0.06
O -1.436 0.656 -2.602 0.21 -0.43 -0.59 -0.77
C 1.497 -0.349 0.117 -2.02 -0.61 0.27 -0.07
O 0.352 -0.074 0.929 0.19 0.54 0.04 -0.88
H 2.607 0.601 -1.466 -0.16 -0.03 0.01 0.18
H 2.204 1.640 -0.135 -0.13 0.06 0.11 0.21
H 0.720 2.393 -1.921 0.16 -0.05 0.11 0.19
H -0.202 1.468 -0.741 -0.11 0.28 -0.24 0.23
H 0.266 -0.559 -2.389 -0.10 -0.15 -0.12 0.15
H 0.298 0.742 -3.611 0.27 -0.06 0.12 0.16
H -1.764 0.293 -1.752 -0.02 0.09 0.27 0.51
H 1.160 -1.271 -0.389 0.68 0.27 -0.73 0.16
H 2.318 -0.680 0.755 0.26 0.43 0.01 0.17
H -2.171 0.369 0.610 -0.52 -0.01 -0.06 0.45
H -0.617 -0.127 0.338 0.16 -0.56 0.44 0.50
O -1.878 -0.258 -0.056 0.64 0.51 -0.33 -1.15
H -0.039 -1.038 2.341 -0.01 -0.16 0.16 0.50
H -0.611 -2.382 2.113 0.03 0.17 0.59 0.47
O -0.339 -1.817 2.865 -0.09 -0.28 -0.70 -1.00
H 1.566 1.224 2.885 0.15 0.55 0.39 0.45
H 0.481 1.361 1.975 -0.01 0.56 -0.09 0.50
O 0.967 1.940 2.618 0.04 -0.98 -0.22 -0.98
H -2.376 -1.725 0.199 -0.18 -0.33 1.14 0.52
H -2.710 -2.516 1.572 0.02 0.52 0.30 0.45
O -2.627 -2.614 0.629 0.06 -0.51 -1.07 -1.04
```
Forces are in eV/Å.



[3]
Density functional theory data (ωB97M-V/def2-TZVPD) for a structure of composition C26H26CeN4O5S at a distorted geometry.

Values from the calculation:
Frontier orbital gap (spin up / spin down), eV: 5.764 / 5.755
Lowest unoccupied orbital energy (spin up / spin down), Eh: 0.078 / 0.078
HOMO level (spin up / spin down), eV: -3.65 / -3.64
Charge: -1
2S+1: 2

```
63
Properties=species:S:1:pos:R:3:forces:R:3:lowdin_spin:R:1
Ce -0.819 1.096 1.167 -1.29 1.07 0.10 1.01
C 1.152 2.353 5.189 0.08 0.58 1.51 0.00
C 0.953 1.774 3.845 -1.27 -0.79 -2.68 0.00
O -0.209 1.965 3.233 2.36 0.02 1.99 0.00
C 1.983 0.963 3.308 0.53 -0.08 1.63 0.00
C 2.081 0.465 1.996 -1.78 2.93 -0.81 0.00
C 2.558 -0.899 1.667 -0.21 -0.62 0.03 0.00
N 1.555 1.308 1.042 1.92 -4.45 -0.60 0.00
N 1.943 2.564 0.966 -0.11 4.59 0.43 0.00
C 1.043 3.491 0.642 -1.33 -3.28 1.08 0.00
O -0.239 3.223 0.513 0.63 -0.06 -0.43 0.00
C 1.346 4.882 0.525 1.10 0.77 -0.15 0.00
C 2.683 5.249 0.473 0.42 0.94 -0.33 0.00
C 3.022 6.576 0.242 -0.64 0.27 0.20 0.00
C 2.008 7.533 0.141 -0.22 -0.28 -0.12 0.00
C 0.663 7.161 0.241 0.26 0.30 0.27 0.00
C 0.324 5.831 0.438 0.13 0.07 -0.04 0.00
H 0.711 1.707 5.984 0.00 0.39 -0.57 0.00
H 0.664 3.354 5.250 0.34 -0.74 -0.05 0.00
H 2.229 2.438 5.451 -0.68 0.07 -0.32 0.00
H 2.643 0.577 4.100 0.06 0.16 -0.42 0.00
H 3.511 -1.066 2.205 -0.39 0.03 -0.27 0.00
H 2.699 -1.038 0.584 -0.07 0.10 0.45 0.00
H 1.814 -1.628 2.036 0.43 0.09 -0.22 0.00
H 3.455 4.499 0.582 -0.14 -0.11 -0.03 0.00
H 4.050 6.895 0.161 0.17 -0.06 0.02 0.00
H 2.252 8.570 -0.027 0.11 0.16 -0.01 0.00
H -0.115 7.931 0.218 0.26 -0.29 -0.11 0.00
H -0.713 5.518 0.539 0.31 -0.04 -0.11 0.00
C -2.121 2.939 -2.957 -0.28 0.45 -0.03 0.00
C -1.739 1.883 -1.954 2.72 0.36 -1.58 0.00
N -0.492 1.474 -1.826 -1.95 0.83 0.36 0.00
O 0.452 2.281 -2.507 -0.37 -0.95 -0.34 0.00
C -2.681 1.167 -1.094 -2.09 0.16 2.56 0.01
C -3.252 -0.151 -1.484 0.32 -0.91 -0.44 0.00
N -3.082 1.782 0.038 2.68 -0.38 -0.89 -0.01
O -3.119 1.003 1.169 -1.99 0.17 -1.30 -0.01
H -1.356 3.737 -2.948 -0.49 -0.31 -0.08 0.00
H -3.115 3.347 -2.691 0.57 -0.12 -0.23 0.00
H -2.168 2.513 -3.995 0.08 0.25 0.92 0.00
H 1.248 1.712 -2.574 -0.73 0.39 0.43 0.00
H -2.557 -0.662 -2.177 -0.37 -0.13 0.50 0.00
H -4.199 0.021 -2.052 0.56 0.00 0.39 0.00
H -3.478 -0.751 -0.587 0.19 0.14 -0.49 0.00
C -0.235 -9.001 -3.839 -0.44 -0.03 -0.75 0.00
C -0.054 -7.993 -2.734 0.55 -0.54 0.27 0.00
O 0.931 -7.310 -2.619 -0.80 -0.13 -0.15 0.00
S -1.415 -8.037 -1.510 0.89 -0.32 -0.95 0.00
C -1.129 -6.443 -0.890 -0.49 1.09 0.83 0.00
C -0.043 -6.113 -0.058 -0.30 -0.84 -0.46 0.00
C 0.051 -4.841 0.463 -0.11 0.31 0.14 0.00
C -0.915 -3.860 0.174 -0.47 -1.37 -0.79 0.00
C -2.021 -4.225 -0.634 0.12 0.19 0.09 0.00
C -2.129 -5.497 -1.176 0.73 0.04 0.38 0.00
C -0.790 -2.538 0.614 -0.06 3.39 0.98 0.00
C -0.771 -1.321 0.913 0.31 -4.02 -0.72 0.00
H 0.742 -9.313 -4.246 -0.45 0.09 0.30 0.00
H -0.816 -8.529 -4.674 0.42 -0.34 0.73 0.00
H -0.827 -9.856 -3.467 0.33 0.28 -0.27 0.00
H 0.716 -6.890 0.126 -0.44 0.56 0.07 0.00
H 0.849 -4.569 1.142 0.14 -0.05 -0.15 0.00
H -2.788 -3.473 -0.819 0.22 -0.15 -0.04 0.00
H -2.943 -5.779 -1.840 0.05 0.13 0.24 0.00
```
Forces are in eV/Å.



[4]
Density functional theory data (ωB97M-V/def2-TZVPD) for the molecule C2Cl2O at a distorted geometry.

Values from the calculation:
Frontier orbital gap (spin up / spin down), eV: 8.026 / 8.028
Lowest unoccupied orbital energy (spin up / spin down), Eh: -0.029 / -0.029
HOMO level (spin up / spin down), eV: -8.81 / -8.81
Relative energy (zero: lowest compared OMol25 entry of this formula, charge and spin), eV: 1.224

```
5
Properties=species:S:1:pos:R:3:forces:R:3:nbo_charge:R:1
C 0.554 -0.444 -0.211 -1.81 2.21 0.93 0.64
C -0.701 0.479 0.323 2.72 -1.58 -1.13 -0.35
O 1.649 -0.360 -0.546 -0.46 -0.38 0.14 -0.42
Cl -1.374 0.000 1.816 -0.12 -0.24 0.35 0.07
Cl -1.846 0.694 -0.937 -0.32 0.00 -0.28 0.06
```
Forces are in eV/Å.



[5]
Density functional theory data (ωB97M-V/def2-TZVPD) for a cluster of 7 separate species, C14H42O14 in total at a distorted geometry.

Values from the calculation:
Frontier orbital gap, eV: 10.074
Lowest unoccupied orbital energy, Eh: 0.018
HOMO level, eV: -9.58
Relative energy (zero: lowest compared OMol25 entry of this formula, charge and spin), eV: 0.548

```
70
Properties=species:S:1:pos:R:3:forces:R:3:nbo_charge:R:1
C -0.869 -1.731 5.031 0.32 1.02 0.41 -0.09
C -1.141 -1.175 3.659 -0.99 0.75 0.20 -0.09
O -2.539 -0.849 3.480 -0.02 -0.52 0.26 -0.76
O -1.674 -2.860 5.180 -0.16 -1.12 -0.89 -0.74
H -1.132 -1.002 5.817 0.11 0.07 -0.41 0.16
H 0.215 -1.900 5.106 -0.20 -0.38 0.10 0.19
H -0.839 -1.873 2.882 0.19 -0.12 -0.06 0.17
H -0.604 -0.224 3.561 -0.01 -0.26 -0.20 0.19
H -3.094 -1.628 3.706 0.83 0.60 -0.13 0.48
H -1.966 -2.993 6.069 -0.04 0.03 0.80 0.48
C 4.793 1.988 -0.059 0.49 0.19 -0.60 -0.09
C 4.544 0.873 -1.017 -1.38 -2.03 0.26 -0.09
O 3.459 -0.020 -0.651 -0.20 0.50 0.39 -0.78
O 5.272 1.626 1.224 0.01 0.51 -0.67 -0.73
H 3.905 2.603 -0.019 -0.43 0.29 0.32 0.16
H 5.547 2.560 -0.606 0.27 0.39 0.51 0.17
H 5.373 0.184 -1.080 0.62 0.14 -0.09 0.18
H 4.266 1.198 -2.008 0.46 0.74 -0.40 0.17
H 2.622 0.465 -0.810 0.31 -0.23 0.17 0.50
H 4.927 0.760 1.437 -0.16 -0.59 0.26 0.49
C 2.443 -1.417 2.727 1.41 0.91 0.32 -0.09
C 3.806 -1.963 2.194 -0.08 -0.29 0.59 -0.10
O 4.900 -1.071 2.406 -0.03 0.35 0.54 -0.74
O 2.459 -1.026 4.128 -0.08 -0.83 -0.67 -0.74
H 1.718 -2.218 2.683 -0.35 0.01 -0.32 0.18
H 2.182 -0.518 2.141 -0.17 -0.58 -0.03 0.18
H 3.791 -2.142 1.099 -0.40 -0.03 0.71 0.21
H 4.075 -2.870 2.767 -0.49 -0.04 -0.55 0.16
H 5.325 -1.323 3.241 -0.12 0.30 -0.47 0.48
H 3.212 -0.463 4.306 0.25 0.27 -0.23 0.47
C 0.156 1.187 0.253 -0.04 -1.21 0.73 -0.09
C -0.694 -0.084 0.053 0.68 0.00 -0.17 -0.09
O -1.684 0.081 -0.925 -1.27 0.61 -0.61 -0.76
O 1.040 1.455 -0.815 -0.77 0.66 -1.36 -0.77
H 0.818 0.938 1.084 0.06 0.20 0.24 0.18
H -0.478 2.031 0.596 0.31 -0.32 -0.59 0.18
H -1.168 -0.348 1.000 -0.21 0.20 -0.17 0.20
H -0.122 -0.967 -0.285 0.54 0.46 0.46 0.16
H -1.274 0.239 -1.790 0.16 -0.13 0.10 0.49
H 0.532 1.767 -1.615 0.37 -0.26 1.11 0.51
C -3.674 2.558 1.437 0.61 0.46 0.23 -0.09
C -3.082 3.360 0.296 0.84 0.53 -0.02 -0.08
O -3.047 2.723 -0.977 -0.69 -1.49 0.20 -0.77
O -2.812 1.492 1.833 -0.21 0.48 -0.73 -0.74
H -4.639 2.245 1.070 -0.54 -0.63 0.15 0.17
H -3.820 3.215 2.310 -0.08 0.11 -0.41 0.17
H -2.052 3.649 0.484 0.28 0.11 0.62 0.17
H -3.627 4.303 0.180 -0.19 -0.28 -0.06 0.19
H -2.739 1.780 -0.868 -0.26 0.70 0.21 0.52
H -3.047 1.207 2.719 -0.05 -0.40 0.08 0.50
C -1.277 1.269 -4.510 -0.28 -0.59 -1.15 -0.09
C -0.931 2.614 -3.905 0.50 -0.23 -2.78 -0.08
O -1.054 2.691 -2.561 0.41 0.00 1.65 -0.77
O -0.505 0.241 -3.901 0.20 -0.16 0.86 -0.77
H -1.134 1.241 -5.622 0.05 0.40 0.83 0.18
H -2.344 1.090 -4.360 -0.14 -0.33 0.20 0.16
H -1.456 3.367 -4.489 -0.68 0.29 0.20 0.16
H 0.088 2.794 -4.239 0.59 0.11 0.62 0.17
H -1.951 2.831 -2.170 0.32 0.15 -0.37 0.52
H -0.092 -0.415 -4.479 -0.45 0.55 -0.17 0.49
C -1.769 -2.968 -2.737 0.60 1.62 -0.14 -0.10
C -2.129 -2.631 -4.212 0.59 -0.29 2.24 -0.08
O -3.065 -3.520 -4.703 -0.44 -0.89 -0.95 -0.71
O -0.999 -4.172 -2.717 -0.64 0.60 -1.52 -0.74
H -2.600 -2.956 -2.028 -0.33 -0.46 -0.33 0.17
H -1.160 -2.101 -2.418 0.14 -0.36 0.04 0.16
H -1.132 -2.761 -4.660 -0.30 0.51 -0.66 0.16
H -2.563 -1.619 -4.285 0.54 -0.37 -0.01 0.19
H -2.609 -4.364 -4.809 -0.29 -0.01 0.06 0.47
H -0.881 -4.453 -1.832 0.14 -0.37 1.28 0.47
```
Forces are in eV/Å.



[6]
Density functional theory data (ωB97M-V/def2-TZVPD) for the molecule C19H17N3O7S at a distorted geometry.

Values from the calculation:
Frontier orbital gap, eV: 7.195
Lowest unoccupied orbital energy, Eh: -0.039
HOMO level, eV: -8.26

```
47
Properties=species:S:1:pos:R:3:forces:R:3:nbo_charge:R:1
C 2.405 6.829 1.104 0.24 0.53 0.18 -0.64
C 1.862 5.491 0.755 -0.05 -0.18 -0.06 0.03
C 0.646 5.016 1.276 0.62 -0.82 -0.77 0.07
C 0.169 3.741 1.010 -0.01 -0.03 0.01 -0.11
C 0.887 2.877 0.193 0.14 0.38 0.05 -0.18
C 2.087 3.313 -0.348 0.03 0.02 0.01 -0.13
C 2.552 4.593 -0.076 -1.11 -0.40 0.48 0.07
N 3.802 4.952 -0.723 0.26 0.02 -0.07 0.52
O 4.557 4.044 -0.988 0.33 -0.21 -0.09 -0.37
O 4.001 6.117 -0.979 0.05 0.34 -0.19 -0.36
H 2.672 2.668 -0.986 -0.01 0.02 0.03 0.27
C 0.329 1.520 -0.077 -0.60 0.27 0.26 0.79
O -0.733 1.145 0.343 0.25 0.08 -0.07 -0.56
O 1.149 0.808 -0.859 0.41 -0.19 -0.20 -0.51
C 0.829 -0.506 -1.188 -0.27 -0.50 -0.22 0.35
C 0.399 -1.412 -0.236 0.00 0.12 -0.01 -0.22
C 0.102 -2.716 -0.619 0.12 0.37 -0.51 -0.10
C 0.273 -3.103 -1.946 -0.07 0.02 0.15 -0.20
C 0.738 -2.194 -2.879 -0.02 -0.02 -0.01 -0.19
C 1.008 -0.889 -2.511 0.02 0.27 0.28 -0.26
H 1.362 -0.166 -3.229 0.04 0.09 -0.08 0.23
H 0.887 -2.503 -3.902 0.03 -0.02 -0.09 0.22
H 0.072 -4.123 -2.237 -0.04 -0.11 -0.03 0.22
C -0.290 -3.692 0.413 0.12 -0.44 0.55 0.13
N -1.419 -4.393 0.262 0.24 0.22 -0.10 -0.40
C -1.783 -5.396 1.246 -0.23 -0.41 0.18 -0.26
H -2.099 -4.910 2.177 0.11 -0.05 -0.04 0.21
C -2.900 -6.272 0.696 0.22 -0.09 0.01 -0.08
H -2.541 -6.804 -0.198 -0.04 0.02 0.12 0.17
O -4.069 -5.540 0.381 -0.14 -0.05 0.01 -0.53
C -3.813 -4.214 -0.032 0.06 0.28 -0.13 -0.07
H -4.612 -3.945 -0.729 0.12 0.06 0.05 0.20
C -2.449 -4.069 -0.705 -0.56 0.02 -0.27 -0.25
H -2.315 -3.045 -1.058 -0.05 -0.14 0.01 0.24
H -2.394 -4.747 -1.565 -0.03 0.12 0.01 0.20
H -3.862 -3.535 0.832 0.00 -0.04 -0.12 0.17
H -3.195 -7.015 1.441 0.14 0.05 -0.07 0.21
H -0.900 -6.000 1.472 -0.15 0.06 0.03 0.24
S 0.721 -3.924 1.697 0.24 0.06 0.26 -0.16
H 0.290 -1.122 0.797 0.00 -0.01 0.04 0.25
H -0.769 3.416 1.439 0.01 0.01 0.00 0.27
N -0.200 5.840 2.122 -0.08 0.09 0.17 0.52
O -0.189 7.036 1.947 -0.11 0.39 -0.11 -0.36
O -0.880 5.261 2.937 -0.25 -0.12 0.34 -0.36
H 2.048 7.171 2.071 0.03 -0.07 -0.05 0.24
H 2.073 7.557 0.362 0.03 0.04 0.03 0.26
H 3.491 6.837 1.095 -0.07 -0.04 0.02 0.24
```
Forces are in eV/Å.



Number 1: DFT total energy -31818.3543 eV. Number 2: DFT total energy -16710.4659 eV. Number 3: DFT total energy -67342.1773 eV. Number 4: DFT total energy -29163.3125 eV. Number 5: DFT total energy -43860.5471 eV. Number 6: DFT total energy -49611.1379 eV.